1.
Computed, not measured: 6 unconnected molecules or ions with the total composition C45H78ClF7NO17PSSi, with wB97M-V/def2-TZVPD.

As for the HOMO energy: -8.22 eV. The orbital gap comes out at 8.60 eV. As for the structure (SMILES): C[Si](C)(CCC(F)(F)[C@](CCF)(O[C@H](O)[C@](F)(CCC(F)(F)F)N(CC=O)CCCCS(=O)(=O)O)P(O)Cl)c1ccccc1.CCOC(C)=O.CCOC(C)=O.CCOC(C)=O.CCOC(C)=O.CCOC(C)=O. Its LUMO energy is 0.38 eV.

The geometry in ORCA input format:
```
! RIJCOSX wB97M-V def2-TZVPD def2/J DEFGRID3
* xyz 0 1
C 2.6729 1.3660 -1.7158
Si 0.8589 0.9038 -1.6966
C -0.0629 1.7405 -3.0933
C 0.1630 1.3111 0.0111
C -1.3675 1.5406 0.0338
C -2.0449 1.2221 1.3637
F -1.1340 1.4565 2.3644
F -3.0247 2.1665 1.5553
C -2.7239 -0.1943 1.5369
C -2.0539 -1.2777 0.6800
C -2.5327 -1.4612 -0.7728
F -3.4007 -0.4547 -1.1884
O -4.0984 0.0055 1.3326
C -4.9933 -1.0623 1.1578
O -5.9448 -0.6308 0.2308
C -5.7826 -1.4595 2.4549
F -5.1236 -2.5758 2.9822
C -7.1861 -1.9699 2.1295
C -7.2101 -3.2016 1.2066
C -8.3322 -3.1611 0.2056
F -8.3250 -4.2808 -0.5634
F -9.5385 -3.1341 0.8281
F -8.2970 -2.1134 -0.6346
N -5.7129 -0.3943 3.4293
C -6.5626 0.7411 3.1315
C -5.8033 2.0107 3.4900
O -5.7079 2.4168 4.6216
C -5.7011 -0.7902 4.8346
C -7.0248 -1.3037 5.4464
C -7.0026 -2.8185 5.7173
C -8.3981 -3.4497 5.6188
S -8.3870 -5.1932 5.3980
O -7.7570 -5.8367 6.5121
O -9.7033 -5.6325 5.0327
O -7.4343 -5.2828 4.1225
P -2.5539 -0.8267 3.3477
O -2.8172 0.5127 4.2213
Cl -0.4954 -1.1426 3.4795
C 0.7414 -0.9572 -1.9442
C 1.1281 -1.8471 -0.9415
C 1.0093 -3.2115 -1.1093
C 0.5085 -3.7242 -2.2972
C 0.1406 -2.8590 -3.3140
C 0.2564 -1.4951 -3.1375
H 3.1683 0.9204 -2.5778
H 3.1336 0.9656 -0.8101
H 2.8079 2.4473 -1.7114
H -1.1003 1.4118 -3.1798
H -0.0414 2.8254 -2.9785
H 0.4234 1.4888 -4.0395
H 0.4564 0.4995 0.6800
H 0.6619 2.2192 0.3526
H -1.8817 1.0686 -0.7984
H -1.5125 2.6152 -0.0907
H -0.9789 -1.1133 0.6711
H -2.1799 -2.2367 1.1960
H -1.6833 -1.4706 -1.4511
H -3.0476 -2.4157 -0.8973
H -4.5400 -1.9797 0.7718
H -5.6428 -0.8973 -0.6493
H -7.6384 -2.2784 3.0725
H -7.8178 -1.1863 1.7213
H -6.2773 -3.3414 0.6644
H -7.3704 -4.1070 1.7900
H -6.7900 0.7823 2.0667
H -7.5110 0.7571 3.6840
H -5.3361 2.5626 2.6564
H -4.9079 -1.5140 5.0087
H -5.4007 0.0979 5.3900
H -7.1548 -0.8077 6.4105
H -7.8969 -1.0343 4.8503
H -6.6135 -3.0048 6.7187
H -6.3270 -3.3286 5.0317
H -8.9612 -3.3162 6.5421
H -8.9520 -3.0450 4.7718
H -7.4833 -6.1966 3.7991
H -2.0460 1.0889 4.2922
H 1.5276 -1.4751 -0.0033
H 1.2954 -3.8902 -0.3162
H 0.3980 -4.7930 -2.4257
H -0.2446 -3.2645 -4.2402
H -0.0536 -0.8308 -3.9285
C -4.5077 -0.3132 -6.3540
C -4.8208 -1.7018 -5.8390
O -4.6989 -1.7849 -4.4154
C -5.6976 -1.4782 -3.5749
C -6.9255 -0.7658 -4.0849
O -5.5502 -1.7313 -2.4090
H -5.2172 0.4246 -5.9788
H -4.5409 -0.2986 -7.4436
H -3.5124 -0.0101 -6.0293
H -5.8026 -2.0503 -6.1618
H -4.0913 -2.4149 -6.2184
H -6.7599 0.3082 -4.0045
H -7.7601 -1.0395 -3.4444
H -7.1887 -1.0114 -5.1104
C 5.3141 5.7406 -4.8773
C 4.6874 6.0078 -3.5247
O 4.5683 4.8187 -2.7412
C 5.5701 4.3593 -1.9537
C 6.9562 4.9372 -2.0976
O 5.3267 3.4546 -1.2051
H 6.3371 5.3778 -4.7797
H 5.3283 6.6522 -5.4755
H 4.7425 4.9807 -5.4107
H 5.2219 6.7813 -2.9725
H 3.6643 6.3595 -3.6504
H 7.5063 4.3539 -2.8353
H 7.4625 4.8543 -1.1400
H 6.9760 5.9855 -2.3844
C 3.2568 1.0139 -8.1559
C 3.3520 -0.2058 -7.2639
O 2.1649 -0.3998 -6.4886
C 1.0928 -1.0775 -6.9394
C 0.9907 -1.4236 -8.4060
O 0.2162 -1.3302 -6.1591
H 2.4651 0.9094 -8.8982
H 4.1994 1.1733 -8.6797
H 3.0349 1.8979 -7.5582
H 3.5959 -1.1086 -7.8253
H 4.1414 -0.0701 -6.5269
H 0.4792 -0.6096 -8.9186
H 0.3907 -2.3251 -8.4963
H 1.9471 -1.6039 -8.8898
C 8.9152 1.3724 1.8414
C 10.1438 2.2377 1.6768
O 9.9201 3.3227 0.7635
C 9.3941 4.4929 1.1614
C 8.7710 4.6001 2.5339
O 9.3738 5.4076 0.3796
H 8.0878 1.9314 2.2777
H 9.1424 0.5309 2.4951
H 8.5853 0.9957 0.8725
H 10.5065 2.6067 2.6339
H 10.9532 1.6612 1.2314
H 7.7151 4.3433 2.4513
H 8.8546 5.6340 2.8586
H 9.2323 3.9670 3.2878
C 9.4558 -2.1961 6.4440
C 10.6700 -1.3087 6.2705
O 10.4230 -0.2272 5.3644
C 9.8836 0.9438 5.7510
C 9.2538 1.0617 7.1180
O 9.8628 1.8478 4.9608
H 8.6223 -1.6551 6.8921
H 9.6970 -3.0451 7.0834
H 9.1237 -2.5708 5.4761
H 11.0444 -0.9325 7.2231
H 11.4820 -1.8701 5.8123
H 8.2001 0.7967 7.0373
H 9.3292 2.0987 7.4332
H 9.7199 0.4416 7.8790
*
```

2.
Computed, not measured: 11 unconnected molecules or ions with the total composition C45H79N11O3S, with wB97M-V/def2-TZVPD.

As for the HOMO energy: -9.98 eV. The orbital gap comes out at 10.20 eV. As for the structure (SMILES): O=C1NCC[C@@H]1C[SH](=O)=O.CCCC#N.CCCC#N.CCCC#N.CCCC#N.CCCC#N.CCCC#N.CCCC#N.CCCC#N.CCCC#N.CCCC#N. Its LUMO energy is 0.22 eV.

The geometry in ORCA input format:
```
! RIJCOSX wB97M-V def2-TZVPD def2/J DEFGRID3
* xyz 0 1
O -1.7476 -1.0480 -1.7788
C -2.7606 -0.6275 -2.2423
N -4.0305 -1.3228 -2.2518
C -4.6696 -0.9399 -3.5510
C -3.7709 0.1584 -4.2107
C -2.9667 0.6630 -3.0105
C -1.7734 1.5859 -3.2236
S -2.0659 3.1951 -2.5540
O -2.9002 3.9185 -3.4732
O -0.8402 3.7887 -2.0970
H -4.5288 -0.9233 -1.4579
H -4.6295 -1.8374 -4.1665
H -5.7113 -0.6409 -3.4277
H -4.3331 0.9788 -4.6560
H -3.1389 -0.3501 -4.9427
H -3.7380 1.1702 -2.4018
H -0.8924 1.1796 -2.7153
H -1.5590 1.7661 -4.2793
H -2.8128 2.9118 -1.4561
C 4.3006 1.7158 -3.4550
C 3.6863 3.0998 -3.2861
C 2.1701 3.0561 -3.0705
C 1.4691 2.4462 -4.1989
N 0.9129 1.9638 -5.0821
H 3.9046 1.2118 -4.3379
H 5.3827 1.7841 -3.5704
H 4.0936 1.0881 -2.5858
H 3.9088 3.7115 -4.1629
H 4.1299 3.5989 -2.4233
H 1.7637 4.0567 -2.9248
H 1.9325 2.4812 -2.1734
C -6.6737 -3.9811 -0.6099
C -6.7366 -5.3048 -1.3612
C -5.8683 -5.3086 -2.6266
C -6.3303 -4.2943 -3.5712
N -6.7300 -3.4903 -4.2895
H -7.0405 -3.1480 -1.2138
H -7.2833 -4.0359 0.2918
H -5.6466 -3.7594 -0.3135
H -7.7680 -5.5319 -1.6359
H -6.3983 -6.1092 -0.7074
H -5.9073 -6.2798 -3.1174
H -4.8246 -5.1086 -2.3777
C -0.9308 5.2669 1.2509
C -0.0614 5.1438 2.4965
C 1.4222 5.4098 2.2155
C 1.9520 4.4385 1.2591
N 2.3296 3.6312 0.5324
H -0.6363 4.5464 0.4858
H -1.9761 5.0794 1.4996
H -0.8648 6.2643 0.8128
H -0.1583 4.1441 2.9241
H -0.3997 5.8469 3.2589
H 2.0087 5.3243 3.1311
H 1.5678 6.4125 1.8087
C 5.6075 0.9391 4.5139
C 4.4172 0.5324 3.6542
C 3.7369 1.7211 2.9647
C 3.2129 2.6965 3.9215
N 2.8141 3.4771 4.6661
H 5.2962 1.5927 5.3305
H 6.0829 0.0633 4.9551
H 6.3631 1.4670 3.9275
H 3.6828 0.0048 4.2658
H 4.7408 -0.1621 2.8774
H 2.9047 1.3897 2.3427
H 4.4382 2.2434 2.3110
C 6.1213 4.4583 5.9744
C 7.0835 4.3577 7.1501
C 8.5387 4.5668 6.7123
C 8.9228 3.5522 5.7311
N 9.1822 2.7153 4.9875
H 6.3360 3.6953 5.2255
H 5.0888 4.3223 6.2949
H 6.1956 5.4349 5.4913
H 6.9934 3.3777 7.6226
H 6.8327 5.1007 7.9086
H 9.2241 4.5023 7.5583
H 8.6632 5.5508 6.2560
C -9.5638 -1.6383 1.4690
C -10.7164 -2.3090 2.2035
C -10.2464 -3.2754 3.2977
C -9.4482 -4.3948 2.7956
N -8.8001 -5.2651 2.4188
H -8.9544 -2.3715 0.9375
H -9.9128 -0.9045 0.7416
H -8.9167 -1.1106 2.1742
H -11.3587 -2.8401 1.4977
H -11.3332 -1.5479 2.6845
H -11.0948 -3.7000 3.8372
H -9.6332 -2.7338 4.0211
C -5.3155 -10.9315 -5.8223
C -6.4042 -9.9078 -5.5280
C -5.8456 -8.5004 -5.2839
C -4.9401 -8.4664 -4.1348
N -4.2304 -8.4542 -3.2303
H -4.6343 -11.0379 -4.9771
H -5.7522 -11.9097 -6.0217
H -4.7286 -10.6415 -6.6958
H -6.9808 -10.2195 -4.6552
H -7.0999 -9.8537 -6.3668
H -6.6555 -7.7922 -5.0985
H -5.2942 -8.1509 -6.1588
C 12.2906 2.0305 3.5575
C 13.3696 3.0270 3.9543
C 14.4405 3.1992 2.8709
C 15.1431 1.9470 2.5904
N 15.6988 0.9621 2.3862
H 12.7063 1.0312 3.4116
H 11.5222 1.9628 4.3246
H 11.8092 2.3415 2.6290
H 13.8455 2.7150 4.8866
H 12.9165 4.0030 4.1377
H 15.1843 3.9387 3.1716
H 13.9809 3.5471 1.9434
C -10.9538 -2.9007 -2.6439
C -11.4251 -1.7179 -3.4791
C -10.3781 -0.6008 -3.5638
C -10.0603 -0.0633 -2.2421
N -9.8364 0.3389 -1.1894
H -10.7616 -2.6061 -1.6103
H -11.7055 -3.6899 -2.6295
H -10.0328 -3.3202 -3.0515
H -12.3494 -1.3132 -3.0621
H -11.6516 -2.0478 -4.4942
H -10.7388 0.2220 -4.1828
H -9.4525 -0.9700 -4.0095
C 8.8733 0.8563 1.9686
C 8.1095 1.5563 0.8519
C 9.0265 2.1759 -0.2112
C 9.9162 3.1894 0.3554
N 10.5944 3.9807 0.8394
H 9.4961 1.5560 2.5254
H 8.1836 0.4029 2.6807
H 9.5135 0.0659 1.5705
H 7.4753 2.3392 1.2740
H 7.4494 0.8467 0.3490
H 8.4370 2.6497 -0.9976
H 9.6447 1.4069 -0.6787
*
```

3.
Computed, not measured: a molecular structure, C45H81BrCoN2PSeSi, with wB97M-V/def2-TZVPD.

As for the HOMO energy (spin up / spin down): -12.72 / -13.01 eV. As for the expectation value of S²: 6.013. The orbital gap (spin up / spin down) comes out at 6.85 / 6.40 eV. The value obtained for the relative energy (zero: lowest compared OMol25 entry of this formula, charge and spin) is 135.2 kJ/mol. Its LUMO energy (spin up / spin down) is -5.88 / -6.61 eV.

The geometry in ORCA input format:
```
! RIJCOSX wB97M-V def2-TZVPD def2/J DEFGRID3
* xyz 2 5
Co -0.8570 -0.1313 0.4988
C 4.3654 0.1519 3.6172
C 3.5519 0.4153 4.8820
C 2.9727 1.8306 4.9288
C 1.7136 2.0042 4.0778
N 0.5920 1.2549 4.6232
C 0.0956 0.0944 4.1536
Se 0.5640 -0.7258 2.5433
N -0.7827 -0.3972 5.0496
C -1.4573 -1.6897 5.0012
C -0.8129 -2.7011 5.9564
C 0.5751 -3.1677 5.5136
C 0.5358 -4.1385 4.3368
C -0.8599 0.4745 6.1281
C -1.5971 0.4308 7.3064
C -1.4459 1.4925 8.1764
C -0.6088 2.5748 7.8774
C 0.1339 2.6118 6.7138
C 0.0077 1.5290 5.8515
H 4.7648 -0.8619 3.6220
H 5.2005 0.8504 3.5493
H 3.7482 0.2586 2.7217
H 4.1908 0.2731 5.7545
H 2.7472 -0.3241 4.9552
H 3.7227 2.5390 4.5696
H 2.7374 2.1005 5.9595
H 1.8775 1.6411 3.0677
H 1.4281 3.0565 4.0170
H -1.4197 -2.0487 3.9747
H -2.5025 -1.5338 5.2719
H -1.4780 -3.5636 6.0336
H -0.7491 -2.2481 6.9480
H 1.0576 -3.6591 6.3598
H 1.1939 -2.2996 5.2624
H -0.0588 -5.0186 4.5868
H 1.5425 -4.4703 4.0835
H 0.1071 -3.6793 3.4445
H -2.2663 -0.3885 7.5306
H -1.9884 1.4914 9.1118
H -0.5494 3.3988 8.5751
H 0.7751 3.4517 6.4823
C -4.2006 -2.5027 -0.1098
C -3.7684 -1.0377 0.0279
C -4.9739 -0.1268 0.2667
C -2.7416 -0.9142 1.1431
H -4.9289 -2.6010 -0.9147
H -4.6633 -2.8547 0.8139
H -3.3464 -3.1433 -0.3356
H -3.3314 -0.7534 -0.9407
H -5.4770 -0.3969 1.1971
H -5.6925 -0.2333 -0.5460
H -4.6854 0.9226 0.3213
H -2.3630 -1.8853 1.4728
H -3.1140 -0.3555 2.0048
C -1.5172 -3.6909 -4.4408
C -1.0543 -2.4320 -5.1897
C -1.8656 -1.2384 -4.6543
C -1.3340 -2.6269 -6.6930
Si 0.8283 -2.1375 -5.0028
Br -0.1832 -1.4844 -1.2195
C 2.0058 -3.4451 -4.2431
C 3.2145 -2.7760 -3.5627
C 1.3101 -4.3384 -3.2006
C 2.4974 -4.3329 -5.4033
C 1.5577 -0.6749 -6.0110
C 1.9703 -1.2832 -7.3675
C 0.5232 0.4363 -6.2494
C 2.7866 -0.0240 -5.3589
H -2.5974 -3.7885 -4.5697
H -1.3139 -3.6253 -3.3722
H -1.0606 -4.5960 -4.8421
H -2.9271 -1.4690 -4.7702
H -1.6690 -0.3151 -5.1969
H -1.6703 -1.0732 -3.5933
H -2.3945 -2.8547 -6.8193
H -0.7668 -3.4616 -7.1132
H -1.1194 -1.7348 -7.2811
H 2.9088 -2.0287 -2.8264
H 3.8892 -2.3177 -4.2819
H 3.7829 -3.5462 -3.0388
H 0.8109 -3.7578 -2.4256
H 2.0741 -4.9490 -2.7158
H 0.5948 -5.0205 -3.6539
H 3.0548 -3.7724 -6.1550
H 1.6775 -4.8577 -5.9002
H 3.1702 -5.0892 -4.9929
H 1.1395 -1.7774 -7.8770
H 2.7859 -2.0000 -7.2620
H 2.3232 -0.4793 -8.0170
H -0.3447 0.0940 -6.8111
H 0.9967 1.2240 -6.8392
H 0.1865 0.8819 -5.3110
H 3.6040 -0.7225 -5.2031
H 2.5360 0.4373 -4.4033
H 3.1541 0.7607 -6.0237
C 1.5580 1.8660 -2.2763
C 1.4752 2.2580 -0.7996
C 2.3207 1.2592 -0.0035
C 2.0702 3.6501 -0.6009
P -0.3156 2.0847 -0.1794
C -0.6008 3.1539 1.2839
C -0.2361 4.4965 1.3995
C -0.6282 5.2430 2.5011
C -1.4006 4.6734 3.5024
C -1.7911 3.3473 3.3929
C -1.3904 2.6014 2.2967
C -1.5388 2.8118 -1.4251
C -2.8613 2.9866 -0.6706
C -1.1092 4.1611 -1.9984
C -1.7627 1.7825 -2.5396
H 2.6112 1.8752 -2.5668
H 1.0360 2.5656 -2.9270
H 1.1690 0.8580 -2.4388
H 3.3624 1.3275 -0.3271
H 1.9939 0.2302 -0.1504
H 2.2877 1.4809 1.0604
H 3.0774 3.6553 -1.0242
H 2.1627 3.9045 0.4537
H 1.4987 4.4225 -1.1155
H 0.3433 4.9851 0.6326
H -0.3394 6.2842 2.5646
H -1.7067 5.2617 4.3577
H -2.4147 2.8990 4.1569
H -1.7269 1.5743 2.2077
H -2.8298 3.8214 0.0284
H -3.1246 2.0825 -0.1160
H -3.6591 3.1805 -1.3904
H -0.8621 4.8699 -1.2090
H -1.9474 4.5842 -2.5566
H -0.2670 4.0774 -2.6825
H -2.1227 0.8376 -2.1252
H -0.8567 1.5800 -3.1101
H -2.5209 2.1570 -3.2311
*
```

For each record above, in turn, the calculated calculated total energy values are -5283.7024 -2988.1994 -8861.3903 Eh.